94
Properties=species:S:1:pos:R:3:lowdin_charge:R:1 method="wB97M-V/def2-TZVPD" spin_multiplicity=1 gap_ev=8.144 charge=0 energy_ha=-4067.6698
H -12.48211 -27.92126 22.77860 0.08
O -17.65716 -28.94602 15.95197 0.11
H -13.24186 -35.54504 17.47885 0.08
F -18.88846 -31.50475 20.36791 -0.71
H -14.15527 -34.05682 17.00584 0.11
H -13.79896 -31.01584 15.35427 0.18
O -17.28539 -24.66165 18.03631 -0.33
O -23.03064 -32.41368 15.97403 -0.34
H -18.56557 -25.27679 14.12772 0.06
C -14.51778 -34.77136 19.06019 -0.22
O -12.24758 -27.26487 18.67425 -0.36
C -14.42549 -28.98171 14.65835 -0.34
C -10.93574 -27.97527 21.42235 -0.24
H -21.49977 -29.23141 17.42024 0.08
O -15.73340 -30.10629 16.17730 0.09
O -15.83147 -28.70813 14.58383 0.07
O -14.05159 -28.85857 19.66529 -0.33
H -18.17418 -32.68726 24.24300 0.03
O -16.81739 -27.16355 18.06209 -0.32
O -14.99154 -31.00007 21.78779 -0.35
H -18.51434 -26.89677 14.54081 0.07
H -16.41844 -26.50742 15.56497 0.01
H -19.61317 -25.32485 18.02563 0.12
H -11.90240 -29.75018 20.98596 0.01
O -13.87321 -31.73833 18.55786 -0.31
H -15.82933 -30.53942 18.48308 0.12
C -12.33147 -33.76288 18.23923 -0.21
H -15.74418 -29.21181 24.69684 0.17
H -14.23067 -27.06445 21.49787 0.11
H -19.95361 -29.79798 17.64517 0.13
C -19.62098 -25.76998 15.94407 -0.18
H -20.51757 -26.25798 15.44900 0.13
C -13.71170 -27.69332 14.93300 -0.02
H -13.53089 -27.17380 14.03300 0.06
H -18.24226 -30.11251 24.73410 0.12
O -12.02026 -32.08305 20.15475 -0.29
H -13.11873 -25.93547 20.91948 0.04
H -20.42835 -29.28271 15.27845 0.11
C -21.12096 -30.04852 15.70518 -0.19
C -19.14492 -26.05810 17.37885 -0.19
H -17.34945 -30.22902 18.50945 0.02
C -17.32035 -30.72782 24.61099 -0.26
H -16.61477 -33.15213 22.65661 -0.02
H -19.98943 -24.75902 15.86083 0.10
H -14.12377 -27.00481 15.72516 0.11
C -17.66914 -31.96762 23.83983 -0.14
S -21.61096 -32.43951 16.40144 0.69
N -16.66618 -30.34397 19.07338 0.38
H -16.46085 -25.09979 15.30808 0.06
H -11.73120 -34.68081 18.77973 0.17
O -20.86183 -33.71253 16.65767 -0.36
O -13.90276 -31.57133 23.98559 -0.34
S -13.04484 -32.61202 19.31303 0.60
C -20.74367 -31.48599 15.27132 -0.28
H -13.70376 -33.94945 20.92589 0.07
H -18.30173 -31.77445 22.80913 0.16
H -12.54866 -27.82306 15.09259 0.14
C -13.66762 -34.65159 17.80873 -0.19
H -10.23810 -28.49983 22.05334 0.12
H -14.10502 -29.44704 13.68674 0.17
H -11.88605 -33.14170 17.39568 0.12
C -16.20593 -29.99404 23.85767 -0.22
C -14.31864 -29.99661 15.72468 -0.04
H -19.65021 -31.57958 15.22001 0.11
S -12.85302 -28.10111 19.76202 0.71
H -10.35467 -27.06662 20.93644 0.17
H -15.94232 -33.42951 23.95438 0.06
C -20.98960 -30.10391 17.25644 -0.26
C -11.96007 -27.28186 22.13935 -0.24
H -10.92886 -29.59744 19.75290 0.14
H -22.10164 -29.86612 15.29410 0.11
C -14.19523 -33.71434 20.08593 -0.22
H -22.37015 -31.55923 18.33316 0.14
C -11.56229 -29.01688 20.47142 -0.22
H -20.52402 -31.78784 18.48571 0.16
H -16.72603 -31.17154 19.66183 0.11
H -15.11917 -33.21956 20.30337 0.09
H -13.71497 -29.72378 16.58771 0.12
C -16.50016 -29.24462 15.64743 -0.58
C -16.25749 -32.70298 23.35482 -0.13
H -16.50609 -29.37179 23.08947 0.06
S -17.37925 -25.96102 17.42744 0.71
H -16.55331 -29.62529 19.65079 0.06
C -21.41796 -31.36251 17.73395 -0.30
H -15.64398 -34.76996 18.67710 0.16
H -17.04233 -30.74435 25.71297 0.13
C -13.17744 -26.89539 21.16574 -0.13
C -18.50237 -25.92191 14.88531 -0.11
S -15.10177 -31.30124 23.18178 0.71
H -11.66679 -26.47047 22.84903 0.14
C -17.08380 -25.75519 15.69623 -0.16
H -14.71147 -35.75759 19.48265 0.11
H -19.20302 -27.00106 17.59468 0.02
H -20.94770 -31.86075 14.25782 0.11

---

14
Properties=species:S:1:pos:R:3:lowdin_charge:R:1 method="wB97M-V/def2-TZVPD" spin_multiplicity=1 gap_ev=9.334 charge=0 smiles="NNC1=NN=CNN1" energy_ha=-408.1815
N -1.73364 1.00263 -0.42989 -0.08
N 0.44313 1.72153 -0.43043 -0.03
N 0.59929 -1.64605 0.61843 -0.09
H 0.07895 -2.45997 0.56201 0.08
N 0.99794 0.43307 -0.40525 0.06
C -0.73806 2.01668 -0.55292 -0.27
H 2.17564 -1.70039 -0.47230 0.07
H 2.39582 -0.95192 1.17232 0.16
H -2.55854 0.88948 -1.22472 0.19
N -1.32478 -0.21508 0.24673 0.02
H -1.31501 0.11712 1.28970 0.17
C 0.06803 -0.42683 0.01838 -0.35
H -1.07747 3.03820 -0.92399 0.13
N 1.98870 -1.81845 0.53194 -0.04

---

11
Properties=species:S:1:pos:R:3:lowdin_charge:R:1 method="wB97M-V/def2-TZVPD" spin_multiplicity=6 gap_ev="4.139 / 4.651" charge=+1 energy_ha=-1520.9475
C 0.13575 -1.56427 1.18793 -0.58
C 1.03328 2.13913 -2.35484 -0.48
O 0.83461 -0.78233 1.88309 -0.10
O -0.19690 0.31205 -0.55133 -0.21
O 1.85158 2.38161 -1.55199 0.30
C -0.72871 -0.76522 -0.08885 -0.49
O 0.34930 2.38325 -3.27343 0.27
Li 1.11856 -2.39469 3.04995 0.85
O -0.26983 -2.65692 1.63043 -0.07
O -1.98721 -0.74879 -0.03053 -0.14
Ho -2.14044 1.69618 0.09958 1.64

---

26
Properties=species:S:1:pos:R:3:lowdin_charge:R:1 method="wB97M-V/def2-TZVPD" spin_multiplicity=1 gap_ev=9.945 charge=0 smiles=Cc1ccccc1.CCC energy_ha=-390.6203
H 1.61520 -1.72159 -1.83475 0.08
C -1.86788 0.90945 -0.91541 -0.09
C 1.30645 -0.72022 -2.13462 -0.06
H -3.82826 0.05177 -0.79916 0.10
C -0.16504 -0.48200 -1.94676 -0.29
H -3.20995 -1.93494 -2.11821 0.10
H -0.90633 -2.26324 -2.91416 0.11
C 2.78395 1.57997 2.90089 -0.13
H 2.36641 -1.01773 3.53970 0.07
C -2.82052 -0.08199 -1.15856 -0.10
H 0.61025 -0.91492 3.89703 0.06
C -1.14661 -1.38376 -2.33096 -0.05
H 0.12482 1.53195 -1.16757 0.11
C -2.44856 -1.20914 -1.86636 -0.10
H 1.55378 -0.64720 -3.20411 0.08
H -2.18140 1.87058 -0.55039 0.10
H 2.64150 1.56955 1.81479 0.07
C -0.56694 0.72082 -1.36305 -0.06
H 0.67062 1.45175 3.39237 0.09
H 2.99602 2.62332 3.13489 0.07
H 1.69605 1.05095 4.70722 0.10
H 1.91213 0.03933 -1.65395 0.07
H 3.64623 0.94251 3.06712 0.07
C 1.60327 0.97479 3.62124 -0.33
H 1.22488 -0.58630 2.23263 0.06
C 1.42267 -0.52582 3.29812 -0.11

---

60
Properties=species:S:1:pos:R:3:lowdin_charge:R:1 method="wB97M-V/def2-TZVPD" spin_multiplicity=1 gap_ev=4.243 charge=-2 energy_ha=-3268.0345
H 0.91893 1.97026 -0.48257 0.05
H -4.26437 0.15295 -2.01180 0.05
C 3.65656 3.98081 4.60023 -0.09
H -1.66532 2.29283 -3.35996 0.07
H -2.60214 1.41164 -4.46740 0.07
H -0.92089 -1.45811 3.81703 0.07
O 2.15331 -1.66499 0.32489 -0.20
C -1.59741 -0.96709 -4.26393 -0.15
C -4.05799 -0.67944 -1.33965 -0.05
C -2.34006 -2.11299 -0.29097 -0.05
H -0.75837 -1.65998 -4.30911 0.12
H -3.07204 1.43715 -2.74790 0.05
H -2.03413 -3.10429 -2.67586 0.13
H 1.10358 3.32063 0.67104 0.07
O 1.35937 0.08250 3.98374 -0.17
O 2.94918 1.69119 4.91763 -0.18
H -3.09185 -2.41603 -4.86767 0.10
C 0.09726 0.48298 -3.31034 -0.06
H 3.18221 2.02137 0.64998 0.12
H 4.79158 2.22008 4.12531 0.11
O 3.33438 -3.52907 -0.14945 -0.15
H 0.28175 1.00048 -4.26092 0.08
H -0.42077 -2.28780 2.40834 0.08
H -1.37359 -2.61415 -0.37045 0.08
H 4.48872 4.66946 4.81624 0.07
C -1.36825 0.10203 -3.17717 -0.52
H -3.73833 -0.97816 -4.08927 0.10
C 2.30649 1.56803 1.11339 -0.22
H -0.57385 -0.48151 2.31266 0.07
C -0.29693 -1.33386 2.92344 -0.07
C -2.23444 1.35961 -3.42982 -0.04
H -4.07949 -0.22843 -0.34274 0.07
H 0.42462 1.21698 -2.56503 0.06
H 4.55075 2.50467 5.87206 0.11
H -4.91974 -1.35330 -1.40098 0.07
C 2.36271 -2.74450 -0.40861 -0.93
C 4.08708 2.55762 4.88661 -0.28
H 3.41300 4.12082 3.54927 0.07
H 2.86830 4.35608 5.25301 0.07
H -3.12779 -2.86801 -0.12741 0.08
O 1.57883 -2.92130 -1.43410 -0.19
P 2.72254 0.78669 3.62105 0.35
H 1.43089 -2.00840 4.06703 0.12
N -1.60844 -0.45263 -1.85266 -0.24
C -2.86523 -2.39434 -2.71179 -0.14
H -2.39621 -1.46387 0.57971 0.07
H -1.67900 -0.40512 -5.20252 0.10
C -2.91146 -1.69699 -4.06065 -0.19
O 2.34917 1.86563 2.53243 -0.19
O 3.84070 -0.09376 3.31242 -0.21
H 1.82574 -1.33952 2.51154 0.08
H -3.81548 -2.90632 -2.53317 0.10
O -1.36106 0.47390 -0.82695 -0.26
H 0.16964 1.79489 1.02679 0.07
H 0.75815 -0.37977 -3.17778 0.08
C 1.05704 2.23586 0.57019 -0.08
Cu 0.45345 -1.03906 -0.88219 0.38
C -2.69500 -1.38044 -1.57119 -0.53
C 1.14564 -1.22235 3.36496 -0.25
H 2.20803 0.50842 0.89104 0.08